Entry 1:
Entry from the Open Molecules 2025 dataset: a structure of composition C31H64FNO26S5Tl in a non-equilibrium geometry (wB97M-V/def2-TZVPD).

Output
molar mass: 1250.55 g/mol
net charge: +1
E_HOMO: -12.643 eV
Kohn-Sham gap: 3.1 eV
DFT total energy: -5493.1595 hartree

Positions of all 129 atoms, in Å:
Tl 3.4377 -1.5076 -1.0053
F 3.8752 -2.5528 1.6633
N 0.1433 -0.3072 0.1147
O 0.7311 -1.3614 0.3108
O -0.8109 -0.0285 0.8615
O 0.6184 0.5051 -0.7291
O 3.1012 0.2062 -3.3946
C 2.6925 0.3881 -4.5496
O 2.5004 1.5996 -5.0494
C 2.0780 1.5721 -6.3966
C 1.6427 0.1290 -6.5578
C 2.5432 -0.6014 -5.6286
H 2.9129 1.8294 -7.0483
H 1.2239 2.1800 -6.6953
H 1.7946 -0.1551 -7.5991
H 0.5990 -0.0210 -6.2817
H 3.4584 -0.7306 -6.2063
H 2.2794 -1.5805 -5.2286
O -0.7716 4.2050 1.7029
C -1.5160 3.3843 2.2552
O -2.8765 3.3620 1.9519
C -3.5263 2.3910 2.6775
C -2.5533 1.9168 3.7570
C -1.2013 2.2731 3.2780
H -3.8494 1.6652 1.9312
H -4.3580 2.8616 3.2018
H -2.6648 0.8464 3.9299
H -2.8617 2.5106 4.6175
H -0.7876 1.4172 2.7447
H -0.4577 2.4637 4.0518
O -5.3741 -2.9021 0.2258
C -5.1854 -1.7035 0.2658
O -4.1556 -1.1043 -0.4001
C -4.3075 0.2798 -0.4543
C -5.6818 0.6483 0.1002
C -5.9538 -0.6167 0.9574
H -4.1579 0.7352 -1.4332
H -3.5091 0.6797 0.1708
H -6.4523 0.8362 -0.6476
H -5.5144 1.5550 0.6815
H -7.0036 -0.8397 1.1481
H -5.4841 -0.4732 1.9305
O 2.1954 -4.1115 -0.2270
C 1.7228 -4.8423 0.6467
O 0.4598 -5.1946 0.5211
C -0.0087 -5.8688 1.6554
C 1.2713 -6.4389 2.2543
C 2.1817 -5.2668 1.9947
H -0.6848 -6.6714 1.3606
H -0.5279 -5.1772 2.3188
H 1.5108 -7.3324 1.6779
H 1.2557 -6.7039 3.3115
H 3.2061 -5.5760 1.7868
H 2.1455 -4.4364 2.6999
O -0.2493 -2.6582 -4.8723
S -0.0351 -2.9598 -3.4388
O 1.0242 -2.3496 -2.6418
O -1.5335 -2.8626 -2.6700
C -1.7306 -3.0114 -1.2927
C -2.8746 -4.0550 -1.0157
C 0.1581 -4.7582 -3.3603
H -1.9632 -2.0337 -0.8706
H -0.8364 -3.2578 -0.7201
H -3.8229 -3.7822 -1.4787
H -3.1333 -4.2033 0.0327
H -2.5489 -5.0438 -1.3387
H -0.7223 -5.3038 -3.6999
H 0.3956 -4.9763 -2.3191
H 1.0688 -4.9661 -3.9221
O -0.5603 -2.2567 5.9539
S -0.0665 -3.2049 4.9734
O 0.8554 -4.3283 5.2494
O -1.3862 -3.7593 4.0244
C -2.2628 -2.6701 3.4423
C -3.4472 -2.4481 4.3845
C 0.9390 -2.2160 3.7061
H -2.6305 -2.9253 2.4484
H -1.6687 -1.7613 3.3465
H -3.0127 -2.0279 5.2916
H -3.8797 -3.4346 4.5513
H -4.2787 -1.8852 3.9604
H 1.1547 -1.2515 4.1657
H 0.3897 -2.0266 2.7839
H 1.9123 -2.6878 3.5713
O 3.1563 1.6167 -1.1387
S 2.9421 3.0394 -1.1158
O 4.0763 3.9145 -0.8685
O 2.2807 3.4898 -2.5526
C 2.0446 4.8544 -2.8610
C 2.1272 4.9827 -4.3375
C 1.5220 3.4082 0.0036
H 2.7806 5.5385 -2.4383
H 1.0733 5.1921 -2.4997
H 1.8685 5.9836 -4.6830
H 1.4975 4.3013 -4.9095
H 3.1641 4.9394 -4.6707
H 0.6563 2.8401 -0.3367
H 1.2906 4.4730 -0.0235
H 1.6185 2.9512 0.9885
O 2.3391 1.3625 3.6273
S 3.4601 0.8692 2.7718
O 3.1620 0.3412 1.4371
O 4.5573 2.0405 2.4619
C 4.7969 2.9431 3.5308
C 6.0937 3.7176 3.3445
C 4.5144 -0.3230 3.7518
H 4.7804 2.4372 4.4961
H 3.8450 3.4730 3.4958
H 6.9416 3.0931 3.6260
H 6.0849 4.5974 3.9878
H 6.1822 4.0083 2.2978
H 4.8570 0.0771 4.7061
H 5.4511 -0.4896 3.2200
H 4.0323 -1.2864 3.9179
O -1.3546 5.9820 -2.6522
S -2.1756 4.7752 -2.5425
O -3.3432 4.5055 -3.4525
O -1.1196 3.4406 -2.5630
C -1.7586 2.1632 -2.8311
C -0.7316 1.3177 -3.5539
C -2.7735 4.7088 -0.8433
H -2.6279 2.2459 -3.4834
H -2.0214 1.7159 -1.8724
H -0.8209 0.2319 -3.5213
H 0.2653 1.5366 -3.1714
H -0.7820 1.5354 -4.6207
H -3.5437 3.9637 -0.6440
H -3.1644 5.7081 -0.6519
H -1.8440 4.5541 -0.2954

Forces on the atoms, in the same order (eV/Å):
Tl -1.017 0.083 1.340
F -0.256 0.442 -1.233
N -0.054 3.216 0.107
O 1.214 -1.247 -0.465
O 0.754 -0.363 -1.255
O -1.377 -1.713 1.371
O -0.820 0.360 -1.121
C 1.957 0.095 1.180
O -0.167 1.222 1.759
C -0.454 -1.211 -1.205
C -0.919 -0.407 -1.458
C 0.194 -1.323 -0.200
H 0.159 0.010 0.157
H 0.213 0.663 0.947
H -0.296 -0.275 0.051
H -0.075 0.166 -0.103
H 0.642 0.082 0.635
H -0.390 0.141 -0.256
O -1.916 -2.376 1.542
C 1.331 1.996 -1.300
O 2.801 1.611 -0.469
C -0.831 -0.840 0.672
C -1.414 -0.519 0.558
C 0.472 0.187 -0.963
H -0.209 -0.441 0.521
H -0.411 -0.228 -0.455
H -0.098 0.129 0.384
H 0.421 -0.424 0.427
H 0.128 0.147 -0.423
H -0.155 0.673 -0.201
O 0.349 1.840 0.397
C -0.420 -1.308 -0.532
O -0.194 -1.546 -0.690
C 0.219 1.667 0.129
C 0.410 -0.568 0.672
C -0.561 0.970 0.204
H 0.067 -0.693 -0.345
H 0.041 0.273 0.161
H 0.178 -0.176 -0.056
H -0.597 -0.041 0.117
H 0.172 -0.174 -0.227
H 0.084 -0.090 0.203
O 0.449 -1.156 1.137
C -0.697 2.925 -1.148
O -0.921 0.106 -1.655
C -0.592 -1.437 1.413
C -0.566 0.169 0.788
C 2.213 -0.901 -1.145
H -0.122 0.258 -0.188
H 0.030 0.059 -0.014
H 0.443 0.107 -0.008
H -0.362 0.049 -0.086
H 0.326 0.200 0.792
H -0.032 -0.258 -0.096
O 0.396 0.370 3.359
S -1.898 -1.858 -0.914
O -1.100 0.014 -0.852
O 2.090 0.561 -2.855
C -0.778 -0.444 2.456
C 0.828 0.354 -0.348
C 0.769 0.782 0.634
H -0.538 0.080 -0.255
H 0.369 -0.602 -0.470
H 0.309 0.020 -0.245
H 0.387 0.513 0.186
H -0.001 0.014 -0.373
H 0.136 0.396 -0.157
H -0.213 -0.067 0.111
H -0.217 -0.126 -0.255
O 0.304 -1.548 -0.704
S 1.504 0.267 -2.344
O -2.862 1.687 -0.022
O 1.166 1.256 0.511
C -0.045 0.134 1.018
C 0.706 -0.803 -0.225
C -0.617 0.112 1.056
H 0.540 -0.711 -0.005
H 0.094 -0.022 -0.011
H -0.659 0.020 0.171
H 0.071 -0.018 0.437
H 0.376 0.473 -0.083
H -0.286 0.065 0.163
H 0.122 -0.352 0.047
H -0.397 -0.299 -0.177
O -0.027 0.204 -0.237
S -0.692 2.023 -0.195
O -1.324 -1.005 0.009
O 0.828 -1.884 1.730
C -0.279 1.283 0.109
C 0.405 0.719 -1.417
C 0.178 -0.722 -0.558
H 0.274 -0.370 0.347
H -0.173 -0.398 0.125
H -0.450 0.180 0.395
H 0.079 -0.198 0.262
H 0.082 -0.660 -0.008
H 0.107 0.161 -0.830
H 0.294 -0.147 0.264
H 0.871 0.590 0.169
O 2.597 -1.042 -2.059
S -0.291 0.132 0.469
O 0.169 0.477 1.889
O -0.708 -2.498 -0.487
C -0.965 0.867 0.939
C -0.632 -0.396 -0.260
C 0.147 0.426 -0.413
H 0.221 -0.277 0.044
H 0.525 1.178 0.516
H 0.011 0.031 -0.104
H -0.018 -0.014 -0.099
H 0.116 0.166 0.090
H -0.677 0.458 0.032
H -0.352 0.008 -0.572
H -0.329 0.294 -0.292
O -0.995 -2.296 -0.161
S -1.838 -0.506 -1.089
O 3.390 0.692 1.979
O -1.709 1.733 -0.502
C 0.398 -0.682 -0.037
C 0.681 -0.075 -0.513
C 0.719 0.360 -0.673
H -0.116 0.428 0.365
H -0.150 0.065 0.095
H -0.598 -0.033 0.508
H 0.062 0.145 -0.094
H 0.262 0.309 -0.057
H 0.310 -0.076 -0.342
H 0.042 -0.053 0.031
H -0.342 0.001 0.408

These are the Löwdin partial charges, in e, on atoms 1 to 4:
1. Tl 1.332
2. F -0.365
3. N -0.504
4. O 0.093

Entry 2:
Entry from the Open Molecules 2025 dataset: a cluster of 4 separate species, C31H65BrNO12PS in total in a non-equilibrium geometry (wB97M-V/def2-TZVPD).

Output
molar mass: 786.80 g/mol
E_HOMO: -8.211 eV
Kohn-Sham gap: 8.4 eV
energy above the lowest of the compared OMol25 structures with the same formula, charge and spin: 14.2 kcal/mol
SMILES: CCCOCO[C@@](CC)([C@H](CCOCC)O[C@@](Br)(CCCCn1cccc1)CCCCS(=O)(=O)O)P(O)O.CCO.CCO.CCO
DFT total energy: -5491.2763 hartree

Positions of all 112 atoms, in Å:
C -4.5881 -1.6336 1.6020
C -4.7306 -2.3819 2.9260
C -3.4370 -2.4396 3.7468
O -2.6657 -1.2614 3.6157
C -1.5034 -1.4310 2.8371
O -1.2978 -0.1863 2.2200
C 0.0354 0.0092 1.7351
C 0.5013 -1.1866 0.8620
C 1.4113 -2.2606 1.4737
C -0.0190 1.3112 0.8884
C -0.6317 2.4281 1.7576
C 0.1584 3.7455 1.7150
O 0.2105 4.3802 2.9817
C -1.0363 4.8926 3.3848
C -1.4916 6.1313 2.6022
O -0.7833 0.9888 -0.2685
C -0.6604 1.7609 -1.4081
Br -1.4944 3.5899 -1.2473
C 0.7574 2.0284 -1.9512
C 1.7941 0.9052 -1.8862
C 1.4050 -0.3964 -2.5930
C 2.5643 -1.4030 -2.5075
N 2.1716 -2.7483 -2.1292
C 0.9570 -3.3743 -2.2491
C 1.0244 -4.6522 -1.7356
C 2.3746 -4.8182 -1.2999
C 3.0397 -3.6401 -1.5544
C -1.5275 1.0554 -2.4607
C -3.0302 1.0504 -2.0552
C -3.6109 -0.3599 -2.2273
C -5.1394 -0.4988 -2.0253
S -6.0558 0.8987 -1.3999
O -7.3894 0.4126 -1.1886
O -5.9896 2.0143 -2.2903
O -5.4773 1.2700 0.0329
P 1.2459 0.2063 3.2074
O 0.2716 0.6774 4.4423
O 2.2737 1.4555 2.8529
H -5.5763 -1.2661 1.3184
H -3.9371 -0.7637 1.6799
H -4.2847 -2.2913 0.7876
H -5.4824 -1.8832 3.5349
H -5.1225 -3.3764 2.7227
H -2.8802 -3.3552 3.5364
H -3.7191 -2.5074 4.7970
H -0.6869 -1.7101 3.5096
H -1.7117 -2.1966 2.0849
H 1.0765 -0.7473 0.0514
H -0.3578 -1.6629 0.3974
H 1.0560 -2.6536 2.4203
H 2.4493 -1.9523 1.5248
H 1.3939 -3.0959 0.7717
H 1.0222 1.5752 0.7025
H -1.6462 2.5882 1.3969
H -0.7052 2.1635 2.8070
H 1.1929 3.5511 1.4371
H -0.2536 4.4442 0.9869
H -1.8421 4.1511 3.3671
H -0.9156 5.1773 4.4277
H -2.1830 5.8261 1.8136
H -0.6717 6.6518 2.1163
H -2.0690 6.7884 3.2464
H 0.6423 2.2885 -3.0011
H 1.1644 2.9141 -1.4643
H 2.6672 1.2825 -2.4273
H 2.1669 0.7020 -0.8848
H 0.5834 -0.8230 -2.0255
H 1.1385 -0.2052 -3.6290
H 3.1537 -1.4023 -3.4234
H 3.2430 -1.0454 -1.7327
H 0.1396 -2.8186 -2.6755
H 0.1971 -5.3358 -1.6931
H 2.7701 -5.7117 -0.8508
H 4.0812 -3.4919 -1.3326
H -1.4491 1.5890 -3.4014
H -1.2388 0.0118 -2.5422
H -3.1284 1.2893 -1.0031
H -3.5342 1.7741 -2.6840
H -3.1362 -0.9539 -1.4414
H -3.3120 -0.8143 -3.1696
H -5.3802 -1.3175 -1.3530
H -5.6367 -0.7185 -2.9653
H -4.7328 0.7016 0.2795
H -0.6608 0.6501 4.1599
H 2.7812 1.2487 2.0610
C -2.9582 2.3814 6.1882
C -1.7515 3.2203 6.5744
O -0.5728 2.4320 6.6560
H -3.1107 1.5811 6.9131
H -3.8635 2.9893 6.1401
H -2.8069 1.9109 5.2118
H -1.8990 3.6735 7.5541
H -1.5986 4.0236 5.8459
H -0.4258 2.0309 5.7899
C 4.3444 0.4126 -7.2643
C 3.3845 0.3231 -6.0936
O 3.9953 0.7630 -4.8798
H 5.2337 -0.1879 -7.0721
H 3.8752 0.0611 -8.1839
H 4.6733 1.4433 -7.4155
H 3.0728 -0.7084 -5.9329
H 2.4907 0.9266 -6.2851
H 4.2656 1.6780 -5.0027
C 8.1722 -4.3914 -3.1942
C 7.1487 -3.8536 -2.2118
O 6.0276 -4.7275 -2.0917
H 7.7186 -4.5311 -4.1757
H 9.0187 -3.7102 -3.2918
H 8.5467 -5.3641 -2.8669
H 6.7626 -2.8926 -2.5503
H 7.6031 -3.7134 -1.2252
H 6.3513 -5.5786 -1.7816

Forces on the atoms, in the same order (eV/Å):
C -0.746 -0.038 -0.246
C 0.151 0.487 -0.110
C -0.648 -0.385 0.437
O 0.399 -0.014 -0.133
C -1.081 0.132 0.255
O 0.293 -0.029 0.398
C -0.131 0.574 -0.630
C 0.667 0.385 0.274
C -0.542 -0.493 -0.715
C -0.376 -0.626 1.825
C -0.081 0.660 -0.769
C -0.008 0.177 0.163
O -0.043 -0.349 -0.080
C -0.089 0.891 0.362
C -0.561 -0.688 -0.463
O 0.512 0.641 -0.079
C 0.037 -0.712 -1.128
Br -0.018 0.130 -0.024
C 0.193 0.002 0.571
C 0.239 0.121 -0.927
C 0.466 -0.287 0.890
C 0.016 0.488 0.018
N 0.411 -0.768 0.390
C -0.310 0.383 -0.069
C 0.577 0.841 -0.207
C -0.672 0.166 -0.224
C -0.146 -0.954 0.352
C -1.181 0.342 0.951
C 0.532 -0.715 -0.771
C -0.145 0.108 0.723
C 0.813 0.078 0.062
S -2.338 -0.146 -0.970
O 0.302 -0.356 0.439
O 1.046 0.174 0.297
O 0.493 -0.028 -0.199
P 1.304 -2.131 0.794
O -0.217 0.550 -0.810
O -1.203 0.745 -0.056
H -0.058 0.027 -0.063
H 0.231 -0.101 0.055
H 0.382 0.013 -0.004
H -0.060 0.133 -0.015
H 0.106 -0.181 0.161
H 0.329 0.155 -0.217
H 0.089 -0.042 0.098
H 0.293 -0.053 -0.224
H 0.338 -0.162 -0.057
H -0.087 -0.040 -0.194
H -0.219 0.130 -0.030
H 0.184 0.122 0.245
H 0.076 0.133 0.395
H 0.065 -0.110 -0.065
H -0.059 0.023 -0.689
H -0.137 -0.040 0.136
H 0.107 -0.247 -0.023
H 0.117 0.011 0.078
H -0.007 -0.084 -0.094
H 0.123 -0.248 -0.084
H 0.222 -0.031 0.012
H 0.046 0.079 -0.167
H 0.179 0.156 0.274
H 0.163 0.223 0.093
H -0.152 0.181 -0.061
H 0.081 0.002 0.058
H 0.078 0.129 0.060
H -0.239 -0.070 0.199
H -0.338 -0.072 -0.323
H -0.292 -0.002 -0.030
H -0.083 -0.116 -0.156
H 0.111 -0.126 0.094
H -0.167 -0.176 -0.048
H 0.013 -0.170 0.024
H 0.226 0.038 0.045
H 0.049 0.562 -0.255
H 0.293 -0.181 -0.202
H 0.505 0.043 -0.173
H 0.012 0.476 0.026
H -0.332 0.146 0.287
H 0.103 -0.175 -0.084
H -0.138 0.084 -0.176
H -0.059 -0.053 0.115
H -0.247 0.241 -0.059
H -0.009 0.020 0.100
H -0.028 0.118 -0.038
H 0.209 -0.103 0.060
C 0.019 -0.003 0.050
C 0.091 -0.178 -0.212
O -0.179 0.073 0.075
H -0.009 0.021 0.027
H -0.007 -0.011 -0.037
H -0.036 0.056 -0.045
H 0.051 -0.009 0.028
H -0.156 -0.008 0.188
H 0.277 0.051 0.183
C 0.063 -0.037 0.049
C 0.117 0.287 -0.056
O -0.116 -0.164 0.082
H -0.030 -0.050 -0.006
H 0.000 0.024 -0.007
H -0.069 0.016 -0.051
H 0.001 0.006 0.096
H -0.059 -0.103 -0.062
H 0.040 0.007 0.011
C -0.058 -0.002 -0.060
C 0.109 -0.316 0.069
O 0.029 0.174 -0.031
H -0.005 0.053 -0.007
H 0.014 -0.020 0.012
H 0.060 0.037 0.047
H -0.089 -0.017 0.027
H 0.046 0.130 -0.036
H -0.034 -0.032 -0.006

These are the Löwdin partial charges, in e, on atoms 1 to 4:
1. C -0.100
2. C -0.196
3. C -0.213
4. O -0.105